Entry from the OMol25 dataset: the molecule C4H6N2 in a non-equilibrium geometry (ωB97M-V/def2-TZVPD).

Geometry as XYZ:
```
12
Properties=species:S:1:pos:R:3:mulliken_charge:R:1
C 1.597 0.644 -0.115 -1.079
C 0.264 -0.097 -0.082 0.780
C -0.875 0.525 0.427 -0.746
C -1.972 -0.348 0.312 -0.020
N -1.854 -1.532 -0.214 -0.373
N 0.054 -1.316 -0.532 -0.437
H 2.467 0.009 -0.330 0.340
H 1.559 1.439 -0.876 0.265
H 1.768 1.139 0.852 0.284
H -0.903 1.520 0.838 0.348
H -3.007 -0.206 0.641 0.402
H 0.902 -1.777 -0.921 0.236
```

Results
Total energy: -7222.599 eV
Max |F|: 3.3 eV Å⁻¹